C25H28Cl5HfO2 | wB97M-V/def2-TZVPD

Values from the calculation:
E_LUMO = -3.37 eV
Gap between HOMO and LUMO = 7.4 eV
Net charge = +1

Geometry as XYZ:
```
61
Properties=species:S:1:pos:R:3:mulliken_charge:R:1
Hf -0.172 -1.564 -1.046 1.211
Cl 2.112 -1.841 5.378 -0.157
Cl 1.224 -3.374 0.081 -0.321
Cl -0.084 0.328 5.052 -0.158
Cl -1.538 0.740 2.453 -0.208
Cl 2.848 -3.739 2.950 -0.184
O 2.000 -1.520 -2.824 0.144
O 0.095 -3.446 -2.957 -0.205
C 3.387 -1.876 -2.587 -0.680
C 0.870 -2.372 1.622 0.706
C -2.432 -0.699 -0.117 -0.367
C 1.227 -4.401 -3.045 -0.042
C -2.083 -1.443 -2.275 -0.310
C -0.465 -4.213 -4.140 1.594
C 0.692 -5.227 -4.182 -1.000
C 1.512 0.874 0.141 -0.644
C -1.774 -4.933 -3.903 -1.890
C -0.369 -0.529 2.494 0.630
C 2.461 1.116 -0.864 -1.229
C -0.026 -1.354 1.406 -0.687
C 1.772 1.212 -2.104 -0.440
C -2.364 -2.113 -0.041 -0.816
C -0.506 -3.362 -5.394 -1.650
C 0.292 -0.687 3.738 -0.048
C 0.396 0.903 -1.892 -0.639
C 1.575 -2.579 2.814 -0.225
C 0.204 0.728 -0.463 -0.527
C 4.118 -1.347 -3.810 -0.696
C -2.190 -2.614 -1.380 -0.177
C 1.256 -1.714 3.901 0.377
C 3.067 -1.419 -4.907 -0.620
C 1.777 -1.077 -4.182 -0.127
C -2.241 -0.274 -1.451 -1.353
H -1.711 -5.530 -2.987 0.399
H 2.220 1.591 -3.032 0.670
H 2.971 -2.462 -5.271 0.264
H -2.331 0.765 -1.782 0.619
H 3.275 -0.761 -5.753 0.405
H 0.385 -6.241 -3.926 0.360
H -1.045 -2.414 -5.207 0.105
H 0.529 -3.141 -5.730 0.405
H -2.720 -0.042 0.701 1.014
H 1.279 -4.956 -2.108 0.480
H 4.974 -1.931 -4.122 0.426
H -2.659 -2.720 0.821 0.526
H 3.458 -2.980 -2.540 0.379
H 1.203 -5.186 -5.146 0.333
H 3.723 -1.456 -1.618 0.341
H 3.530 1.268 -0.733 0.539
H -1.043 -3.922 -6.178 0.517
H 0.852 -1.520 -4.572 -0.534
H 2.172 -3.893 -3.273 -0.425
H -2.469 -3.641 -1.672 0.467
H -1.960 -5.568 -4.809 0.496
H -0.683 0.965 0.123 1.271
H 4.412 -0.322 -3.570 0.298
H -2.159 -1.472 -3.362 0.504
H -2.596 -4.204 -3.822 0.376
H 1.596 0.000 -4.190 0.573
H -0.394 1.117 -2.616 0.410
H 1.672 0.937 1.210 0.522
```

***

C27H25Br3F4N4OSn | wB97M-V/def2-TZVPD

Values from the calculation:
E_LUMO (spin up / spin down) = -7.09 / -8.73 eV
Gap between HOMO and LUMO (spin up / spin down) = 6.2 / 4.5 eV
Net charge = +2

Geometry as XYZ:
```
65
Properties=species:S:1:pos:R:3:mulliken_charge:R:1
Sn 0.442 -0.270 0.354 0.878
Br -0.306 4.123 -2.474 -0.018
Br 0.685 -3.519 1.184 -0.132
Br 4.518 2.796 -5.031 -0.064
F 2.037 0.046 2.574 -0.129
F -1.101 2.892 4.746 -0.288
F 3.748 0.472 4.566 -0.278
F 0.643 3.306 6.667 -0.267
O 0.316 1.570 -0.969 -0.148
N 2.443 -0.084 -1.117 0.156
N -2.735 0.156 1.002 0.590
N -0.068 -2.346 -1.192 0.213
N -0.305 1.320 2.388 0.531
C 4.575 -0.653 -2.015 -0.984
C 2.137 3.237 -3.605 -0.460
C 2.567 1.082 4.604 -0.081
C -1.955 -1.601 2.622 -0.822
C 1.218 1.828 -1.820 0.009
C 3.507 -0.869 -1.143 -0.315
C 1.156 2.974 -2.667 -0.340
C 2.381 0.970 -1.949 0.620
C -1.362 -3.335 -4.587 -1.412
C -0.919 -3.429 -3.159 0.478
C -3.072 1.749 -0.917 -0.892
C -0.012 -3.523 -0.587 0.219
C 0.410 1.518 3.499 0.037
C 4.519 0.409 -2.885 -0.589
C -1.448 2.079 2.020 -0.662
C -3.425 0.427 -0.253 -0.625
C 1.674 0.868 3.588 0.325
C 2.245 1.924 5.661 -0.405
C 3.234 2.401 -3.726 -0.061
C -2.732 1.173 2.009 -1.233
C -0.897 -4.642 -2.473 -0.429
C -2.788 -1.251 1.395 -0.534
C 0.998 2.528 5.656 0.045
C 3.398 1.257 -2.874 0.771
C 0.098 2.337 4.626 0.307
C -0.513 -2.304 -2.453 -0.637
C -0.433 -4.701 -1.168 -0.711
H 2.044 4.106 -4.241 0.490
H -2.818 0.742 3.005 0.404
H -1.314 2.401 0.984 -0.072
H -1.662 2.947 2.638 0.718
H -4.513 0.390 -0.087 0.353
H -0.551 -1.317 -2.904 0.565
H -0.527 -3.045 -5.227 0.328
H -3.577 1.797 -1.882 0.456
H -2.478 -1.381 3.552 0.375
H -3.403 2.609 -0.335 0.356
H -3.185 -0.387 -0.942 0.379
H 5.428 -1.316 -1.996 0.443
H 2.941 2.100 6.469 0.537
H -3.548 1.889 1.860 0.503
H -1.748 -2.671 2.623 0.358
H 5.332 0.606 -3.570 0.384
H -2.439 -1.838 0.539 0.273
H -0.408 -5.629 -0.615 0.481
H -1.248 -5.542 -2.962 0.417
H -1.741 -4.292 -4.940 0.374
H -1.999 1.821 -1.097 -0.116
H -1.001 -1.068 2.617 -0.012
H -3.832 -1.552 1.569 0.403
H -2.147 -2.589 -4.710 0.363
H 3.519 -1.698 -0.444 0.571
```

***

Number 1: calculated total energy -94384.0116 eV. Number 2: calculated total energy -263225.7279 eV.